{
  "formula": "C5H15N3O",
  "method": "ωB97M-V with the def2-TZVPD basis set",
  "gap_ev": 9.14,
  "smiles": "[H]/N=C(\\C)N(C)C.CNO",
  "total_charge": 0,
  "energy_ev": -11943.742,
  "de_lowest_kcal_mol": 69.35,
  "species": ["C", "C", "C", "N", "C", "N", "H", "H", "H", "H", "H", "H", "H", "H", "H", "H", "C", "N", "O", "H", "H", "H", "H", "H"],
  "positions_angstrom": [[-1.58206, -0.84105, 1.38193], [-1.25874, -1.13144, -1.02585], [-0.82142, 1.64034, -1.38135], [-1.05059, -0.29614, 0.14364], [-0.99725, 1.09728, 0.01411], [-0.91640, 1.76794, 1.10177], [-0.72405, 2.75185, 0.94843], [-2.63794, -1.10640, 1.28448], [-1.02041, -1.73964, 1.64787], [-0.47672, -0.94761, -1.76160], [-2.23214, -0.96616, -1.49903], [-1.19482, -2.17418, -0.71731], [-1.45452, -0.08762, 2.15391], [-1.69027, 1.39995, -1.99305], [-0.70638, 2.72182, -1.33278], [0.06982, 1.22714, -1.85096], [2.60549, -0.81038, 1.03089], [1.93078, 0.20197, 0.24612], [2.08655, -0.04424, -1.16196], [2.92858, 0.36456, -1.40694], [0.84425, 0.15323, 0.48843], [2.18495, -1.80776, 0.85022], [2.44535, -0.54600, 2.07497], [3.66797, -0.82749, 0.76406]]
}

=====

{
  "formula": "C46H66N13O12Zr",
  "method": "ωB97M-V with the def2-TZVPD basis set",
  "gap_ev": 0.82,
  "total_charge": 3,
  "energy_ev": -93951.576,
  "de_lowest_kcal_mol": 499.41,
  "species": ["Zr", "C", "C", "C", "O", "H", "H", "H", "H", "H", "H", "H", "C", "C", "C", "C", "C", "C", "C", "O", "C", "C", "C", "C", "C", "C", "C", "O", "H", "H", "H", "H", "H", "H", "H", "H", "C", "C", "C", "C", "C", "C", "C", "O", "C", "C", "C", "C", "C", "C", "C", "O", "H", "H", "H", "H", "H", "H", "H", "H", "C", "O", "N", "N", "H", "H", "H", "H", "C", "O", "N", "N", "H", "H", "H", "H", "C", "O", "N", "N", "H", "H", "H", "H", "C", "O", "N", "N", "H", "H", "H", "H", "C", "O", "N", "N", "H", "H", "H", "H", "C", "O", "N", "N", "H", "H", "H", "H", "C", "C", "C", "C", "C", "C", "N", "O", "C", "C", "C", "H", "H", "H", "H", "H", "H", "H", "H", "H", "H", "H", "H", "H", "H", "H", "H", "H", "H", "H"],
  "positions_angstrom": [[5.02675, 4.93758, -6.57147], [1.65141, 1.67270, -1.25275], [2.56377, 1.10416, -2.30843], [1.89818, 0.00620, -3.08277], [3.02634, 2.09415, -3.15334], [1.29553, 0.95334, -0.51522], [0.70985, 2.08580, -1.61458], [2.12214, 2.57341, -0.85874], [3.42672, 0.65604, -1.81587], [2.59975, -0.60105, -3.65474], [1.12352, 0.52762, -3.64502], [1.59012, -0.59805, -2.22949], [-3.87891, -1.80475, 3.69513], [-3.30726, -2.09593, 4.83964], [-3.13097, -3.37890, 5.41805], [-3.66436, -4.36581, 4.62140], [-4.27010, -4.12409, 3.31068], [-4.35331, -2.80874, 2.85011], [-4.98204, -5.15591, 2.45544], [-5.08819, -4.99909, 1.19510], [-5.43543, -6.25999, 3.33226], [-6.31494, -7.19475, 2.74420], [-6.66313, -8.33341, 3.47234], [-6.15649, -8.65948, 4.76016], [-5.23190, -7.78074, 5.27581], [-4.83924, -6.57091, 4.57491], [-3.78443, -5.74432, 5.17206], [-3.19112, -6.20966, 6.12743], [-3.90523, -0.79320, 3.31767], [-3.03348, -1.26874, 5.47776], [-2.57811, -3.61336, 6.31570], [-4.86838, -2.64616, 1.91487], [-6.78808, -6.89338, 1.82132], [-7.37915, -9.00391, 3.02051], [-6.28818, -9.55905, 5.34311], [-4.85452, -8.05309, 6.25039], [-4.90967, -14.30001, -0.13158], [-5.04526, -13.75997, -1.40159], [-4.35900, -12.60878, -1.84293], [-3.39954, -12.08759, -1.03145], [-3.11498, -12.72266, 0.26571], [-3.84642, -13.87611, 0.64580], [-2.02114, -12.23221, 1.23688], [-1.60193, -12.92610, 2.19954], [-1.46908, -10.89869, 0.83568], [-0.57521, -10.25865, 1.71303], [0.06127, -9.03495, 1.34709], [-0.14934, -8.45963, 0.11632], [-1.17432, -9.09243, -0.66988], [-1.82431, -10.27124, -0.34133], [-2.72455, -10.80485, -1.37088], [-3.04827, -10.18373, -2.38701], [-5.45693, -15.18831, 0.14739], [-5.77430, -14.24382, -2.03466], [-4.53404, -12.13009, -2.79509], [-3.87921, -14.33003, 1.62522], [-0.36249, -10.68974, 2.68014], [0.58877, -8.62209, 2.19426], [0.16867, -7.48095, -0.21148], [-1.47591, -8.60427, -1.58483], [-0.17364, 7.59860, -5.36886], [1.00995, 7.36820, -5.68763], [-0.91932, 8.65861, -5.47009], [-0.86683, 6.64710, -4.86780], [-1.87392, 8.67471, -5.14058], [-0.29977, 9.40414, -5.75372], [-0.49266, 5.73367, -4.65389], [-1.83096, 6.89426, -4.69617], [10.05533, 2.80636, 2.35075], [11.24267, 2.91023, 1.95729], [9.30758, 3.74247, 2.81979], [9.34107, 1.68323, 1.99481], [8.38234, 3.59371, 3.19649], [9.73201, 4.54779, 3.25730], [8.37710, 1.44842, 2.18382], [9.70779, 0.90042, 1.47248], [10.24654, 4.22046, -3.77982], [9.17868, 4.27643, -4.37361], [10.86041, 5.18165, -3.35234], [11.05286, 3.18357, -3.72762], [10.58851, 6.13620, -3.53942], [11.78005, 4.93317, -3.01672], [12.03037, 3.21030, -3.47495], [10.78759, 2.24052, -3.97338], [2.37961, -5.11045, -8.36367], [1.76667, -4.35853, -9.06492], [2.00295, -6.27063, -7.95013], [3.63767, -4.92291, -7.99364], [1.02125, -6.38351, -8.15901], [2.54308, -6.75879, -7.25009], [3.98730, -3.98170, -7.88419], [3.89768, -5.74505, -7.46773], [0.26301, 2.63953, -9.67527], [1.00888, 3.06640, -8.83326], [0.67856, 2.71394, -10.92480], [-0.90414, 2.04869, -9.44076], [1.37417, 3.41492, -11.13659], [0.31224, 1.99656, -11.53412], [-1.66095, 2.00788, -10.10835], [-1.14186, 1.71675, -8.51696], [-4.58414, 2.58862, -4.30805], [-4.07040, 1.66276, -4.84205], [-4.55754, 2.87377, -3.09970], [-5.14494, 3.52694, -4.98109], [-4.97803, 3.73356, -2.77714], [-3.88941, 2.32795, -2.57456], [-5.45613, 4.44640, -4.70205], [-5.11866, 3.41869, -5.98493], [1.69538, 8.71166, 3.64421], [0.31036, 8.46144, 4.23136], [0.29795, 7.17596, 5.18813], [0.64222, 7.31759, 6.67746], [-0.20395, 8.47864, 7.21299], [0.01143, 9.84514, 6.44657], [-0.29821, 9.63267, 5.02242], [-0.33547, 10.79061, 4.20262], [-0.88930, 10.80765, 7.07532], [1.41486, 10.35006, 6.68032], [-0.78195, 8.18363, 3.20163], [1.97418, 7.91798, 2.95107], [2.52070, 9.04306, 4.27437], [1.70463, 9.54462, 2.94123], [-0.63418, 6.65001, 4.98172], [1.06998, 6.56460, 4.72089], [1.70209, 7.39426, 6.92017], [0.30610, 6.43532, 7.22217], [-0.23425, 8.60380, 8.29536], [-1.25112, 8.29454, 6.97288], [-0.47938, 11.54802, 7.76228], [-1.32332, 11.39787, 6.26824], [-1.72449, 10.50503, 7.70696], [1.39984, 11.33381, 6.21117], [1.55624, 10.45772, 7.75574], [2.31623, 9.92637, 6.23747], [-1.74095, 7.93601, 3.65672], [-0.61740, 7.18987, 2.78513], [-0.90766, 8.84875, 2.34728], [-1.21083, 10.71972, 3.81490]]
}

=====

{
  "formula": "C4H11NO2",
  "method": "ωB97M-V with the def2-TZVPD basis set",
  "gap_ev": 9.01,
  "total_charge": 0,
  "energy_ev": -9909.084,
  "de_lowest_kcal_mol": 72.81,
  "species": ["C", "C", "N", "O", "H", "H", "H", "H", "H", "H", "H", "C", "C", "O", "H", "H", "H", "H"],
  "positions_angstrom": [[-1.16103, 1.13295, 0.72581], [-2.45613, 1.45219, 0.15619], [-0.97374, 0.14085, 1.57037], [-0.72996, 0.33153, -1.34390], [-0.32714, 0.61546, -2.17286], [-0.33287, 1.81924, 0.60392], [-0.01397, -0.17994, 1.75302], [-1.69364, -0.56427, 1.64915], [-2.62465, 2.51872, 0.02557], [-2.19034, 1.00134, -0.88747], [-3.29404, 0.94429, 0.63003], [2.76818, -1.53315, -0.71938], [1.59514, -1.03413, 0.06469], [1.64488, -0.83406, 1.26985], [0.65993, -0.84452, -0.50868], [3.63413, -1.70272, -0.08100], [3.00695, -0.80663, -1.50136], [2.48830, -2.45717, -1.23396]]
}

=====

{
  "formula": "CH2ClNO2",
  "method": "ωB97M-V with the def2-TZVPD basis set",
  "gap_ev": 11.24,
  "smiles": "O=[N+]([O-])CCl",
  "total_charge": 0,
  "energy_ev": -19173.086,
  "de_lowest_kcal_mol": 76.89,
  "species": ["C", "N", "O", "O", "Cl", "H", "H"],
  "positions_angstrom": [[0.11642, 0.42807, 0.49239], [1.86897, 0.31829, 0.08717], [2.16624, -0.81701, -0.10195], [2.52676, 1.29171, -0.01868], [-0.23978, 2.06543, -0.06941], [-0.13980, -0.33902, -0.18278], [0.20088, 0.30325, 1.51988]]
}

=====

{
  "formula": "C45H43N5O6PSe2W",
  "method": "ωB97M-V with the def2-TZVPD basis set",
  "gap_ev": 6.47,
  "total_charge": 1,
  "energy_ev": -208899.121,
  "de_lowest_kcal_mol": 11.50,
  "species": ["W", "Se", "Se", "C", "C", "C", "C", "C", "N", "C", "C", "C", "C", "C", "N", "H", "H", "H", "H", "H", "H", "H", "H", "O", "C", "C", "C", "C", "C", "C", "C", "P", "C", "C", "C", "C", "C", "C", "C", "C", "C", "C", "C", "C", "H", "H", "H", "H", "H", "H", "H", "H", "H", "H", "H", "H", "H", "H", "O", "C", "O", "C", "C", "C", "C", "C", "C", "N", "O", "O", "H", "H", "H", "H", "N", "C", "N", "C", "C", "C", "C", "C", "H", "H", "H", "H", "H", "H", "H", "H", "H", "H", "C", "C", "C", "O", "H", "H", "H", "H", "H", "H", "H"],
  "positions_angstrom": [[-0.75632, 0.76976, 0.00762], [-0.39167, 2.08259, -2.30735], [-2.03682, -0.85221, -1.65268], [-0.40377, -1.25310, -2.45070], [-0.21945, -1.98002, -3.62649], [1.06962, -2.23211, -4.03647], [2.13957, -1.77775, -3.26247], [1.86389, -1.03442, -2.13734], [0.61296, -0.74921, -1.75452], [-2.12084, 2.64283, -1.87084], [-2.95469, 3.54075, -2.52492], [-4.20125, 3.77616, -1.98150], [-4.57709, 3.12819, -0.80463], [-3.69614, 2.25355, -0.21221], [-2.49547, 2.01184, -0.75546], [-1.07655, -2.34177, -4.17582], [1.25076, -2.79675, -4.94187], [3.16363, -1.99115, -3.53541], [2.65732, -0.66167, -1.50070], [-2.61938, 4.02896, -3.42873], [-4.88170, 4.46470, -2.46529], [-5.54169, 3.30367, -0.35152], [-3.92021, 1.73212, 0.70607], [0.29200, 0.14944, 1.74939], [0.23661, -0.85303, 1.03154], [1.08313, -2.02571, 1.26307], [2.34867, -1.73632, 1.78747], [3.24932, -2.76031, 2.01457], [2.87441, -4.07192, 1.75419], [1.60743, -4.35657, 1.26586], [0.69765, -3.34155, 0.98643], [-1.04750, -3.67384, 0.48093], [-1.34602, -5.18095, 1.48391], [-1.48074, -6.45918, 0.95735], [-1.74583, -7.53807, 1.79479], [-1.86982, -7.34874, 3.16026], [-1.73948, -6.07192, 3.69723], [-1.49047, -4.99663, 2.86324], [-0.85819, -4.39384, -1.18627], [0.31937, -4.91226, -1.71597], [0.32605, -5.49380, -2.97725], [-0.83949, -5.55488, -3.72549], [-2.01723, -5.02488, -3.21262], [-2.02384, -4.44310, -1.95442], [2.60942, -0.70958, 2.00652], [4.22918, -2.53877, 2.41547], [3.56703, -4.87993, 1.95193], [1.30743, -5.38712, 1.12222], [-1.37786, -6.62002, -0.10893], [-1.85060, -8.52947, 1.37316], [-2.07271, -8.19080, 3.80879], [-1.84160, -5.91924, 4.76372], [-1.40040, -4.00012, 3.28567], [1.24153, -4.86815, -1.15059], [1.24708, -5.90168, -3.37487], [-0.83297, -6.01317, -4.70617], [-2.92998, -5.06745, -3.79315], [-2.94168, -4.02348, -1.55827], [-0.37188, 2.64407, 0.70063], [-0.81810, 3.16298, 1.85305], [-1.52903, 2.59136, 2.64007], [-0.33443, 4.56986, 2.04720], [-0.47455, 5.15763, 3.29944], [-0.03369, 6.45326, 3.50988], [0.52714, 7.13603, 2.44618], [0.65751, 6.58374, 1.18574], [0.22321, 5.28341, 0.99180], [1.00450, 8.52228, 2.66133], [1.52530, 9.08381, 1.71952], [0.89857, 8.98222, 3.77698], [-0.92623, 4.58464, 4.09757], [-0.11867, 6.93599, 4.47177], [1.08237, 7.17282, 0.38667], [0.28755, 4.81999, 0.01744], [1.44276, 1.22036, -0.22666], [2.43382, 1.74641, -0.49680], [3.55541, 2.33744, -0.80456], [4.21383, 2.01823, -2.08822], [3.78421, 3.00184, -3.16647], [4.02739, 4.44014, -2.71042], [3.32100, 4.72034, -1.38472], [3.74767, 3.72344, -0.31590], [3.97293, 0.99014, -2.35439], [5.28939, 2.07712, -1.91040], [2.72159, 2.85228, -3.38327], [4.33731, 2.78778, -4.08230], [3.68382, 5.13788, -3.47377], [5.10312, 4.60548, -2.58992], [2.23801, 4.65050, -1.52250], [3.54674, 5.72890, -1.03328], [3.18061, 3.83919, 0.60746], [4.80810, 3.82809, -0.07874], [-3.87942, -1.25219, 1.70293], [-2.55211, -0.64616, 2.11394], [-2.57805, 0.01281, 3.47033], [-2.18760, 0.31519, 1.09247], [-4.15110, -2.03904, 2.40765], [-3.80858, -1.69049, 0.70797], [-4.66705, -0.49646, 1.70954], [-1.79541, -1.43753, 2.08323], [-3.30491, 0.82472, 3.48738], [-1.61053, 0.42959, 3.73589], [-2.86709, -0.73802, 4.20778]]
}

=====

{
  "formula": "C2H4ClNO3",
  "method": "ωB97M-V with the def2-TZVPD basis set",
  "gap_ev": [8.02, 8.02],
  "total_charge": 0,
  "energy_ev": -22288.793,
  "de_lowest_kcal_mol": 133.15,
  "species": ["C", "C", "N", "O", "O", "O", "Cl", "H", "H", "H", "H"],
  "positions_angstrom": [[-1.23340, 0.42908, -0.42511], [-0.11692, 0.02474, 0.37139], [0.98913, -0.78364, -0.28383], [1.03730, -0.89703, -1.46342], [1.56111, -1.44273, 0.56576], [-0.14450, -0.18392, 1.58861], [1.67142, 1.77198, -0.05243], [-0.98667, 0.37357, -1.56301], [-2.27000, 0.09818, 0.01543], [-1.36461, 1.47067, -0.49323], [0.85714, -0.86089, 1.73983]]
}